1.
Molecular formula: C2H6N2
Method: DFT, wB97M-V/def2-TZVPD

Positions of all 10 atoms, in Å:
C (-1.0875, -0.8162, 0.0484)
C (0.2411, -0.0026, -0.0111)
H (-1.2283, -1.1923, 1.0373)
H (-2.1781, -0.2975, -0.4994)
H (-0.7346, -1.7111, -0.6980)
H (-1.2863, 1.6235, -0.7531)
H (0.6887, 1.8026, -0.1311)
H (1.9752, 0.1160, -0.2396)
N (-0.2101, 1.3128, 0.1678)
N (1.3304, -0.6597, -0.0164)

The value obtained for the maximum force is 6.3 eV/Å. The energy relative to the best compared isomer or geometry (same formula, charge and spin) is 98.7 kcal/mol. Its gap between HOMO and LUMO is 10.0 eV. Its charge is 0.

2.
Molecular formula: C2H6N2O
Method: DFT, wB97M-V/def2-TZVPD

Positions of all 11 atoms, in Å:
C (-0.1365, -1.2021, 1.2931)
N (-0.2182, -0.4411, 0.0623)
C (0.3731, 0.7296, -0.0732)
N (-0.1050, 0.9664, -1.5663)
O (1.0558, 1.5036, 0.5525)
H (-0.5783, -0.1390, -1.2298)
H (0.6668, 1.0241, -2.2247)
H (-0.7041, 1.7812, -1.6656)
H (-1.1356, -1.3727, 1.7026)
H (0.4607, -0.6727, 2.0406)
H (0.3214, -2.1774, 1.1084)

The value obtained for the maximum force is 0.3 eV/Å. The energy relative to the best compared isomer or geometry (same formula, charge and spin) is 50.2 kcal/mol. Its gap between HOMO and LUMO is 9.9 eV. Its charge is 0.

3.
Molecular formula: C2H6N2O
Method: DFT, wB97M-V/def2-TZVPD

Positions of all 11 atoms, in Å:
C (-0.3526, -0.7586, -0.3882)
C (0.3651, 0.5918, -0.6071)
H (-0.9822, -0.4512, 2.5305)
H (-0.6678, 0.8877, 1.4514)
H (-0.3318, -1.5219, -1.1345)
H (-0.1936, 1.6044, -0.3474)
H (1.2541, 0.4598, 0.1085)
H (1.1670, -0.3611, -2.2357)
N (-0.4820, -0.1030, 1.7651)
N (-0.5960, -1.0615, 0.8400)
O (0.8197, 0.7136, -1.9825)

The value obtained for the maximum force is 5.3 eV/Å. The energy relative to the best compared isomer or geometry (same formula, charge and spin) is 84.4 kcal/mol. Its gap between HOMO and LUMO is 9.9 eV. Its charge is 0. Its SMILES is N/N=C\CO.

4.
Molecular formula: C2H6N2O
Method: DFT, wB97M-V/def2-TZVPD

Positions of all 11 atoms, in Å:
C (0.9420, -0.9391, -1.2604)
C (-0.8487, 0.1515, -0.3102)
H (1.1481, -1.6532, -0.3580)
H (1.5796, -0.0592, -0.8779)
H (1.3263, -1.2281, -2.2658)
H (-1.8727, 0.5510, -0.3584)
H (-1.3784, 1.4532, 1.8339)
H (-0.0372, 0.8147, 2.5933)
N (-0.0452, 0.3453, 0.6236)
N (-0.3400, 1.1539, 1.7504)
O (-0.4737, -0.5900, -1.3705)

The value obtained for the maximum force is 5.4 eV/Å. The energy relative to the best compared isomer or geometry (same formula, charge and spin) is 70.7 kcal/mol. Its gap between HOMO and LUMO is 9.8 eV. Its charge is 0. Its SMILES is CO/C=N/N.

5.
Molecular formula: C2H6N2O
Method: DFT, wB97M-V/def2-TZVPD

Positions of all 11 atoms, in Å:
O (-1.2336, -1.6725, -0.1319)
C (-1.4225, -0.4915, 0.0480)
N (-0.4401, 0.4383, 0.3028)
C (0.8142, 0.5379, -0.5116)
N (2.0009, 0.9407, 0.1706)
H (-2.3644, 0.0669, 0.2198)
H (-0.6886, 1.0078, 1.0930)
H (0.6401, 1.1708, -1.4000)
H (0.8537, -0.4412, -0.9899)
H (1.7201, 1.7205, 0.8281)
H (2.5033, 0.2762, 0.7394)

The value obtained for the maximum force is 2.4 eV/Å. The energy relative to the best compared isomer or geometry (same formula, charge and spin) is 38.0 kcal/mol. Its gap between HOMO and LUMO is 10.5 eV. Its charge is 0. Its SMILES is NCNC=O.

6.
Molecular formula: C2H6N2O
Method: DFT, wB97M-V/def2-TZVPD

Positions of all 11 atoms, in Å:
C (-0.7094, 1.1065, 0.0316)
C (0.9222, -0.7255, 0.0058)
H (0.0738, 1.8638, -0.1727)
H (-1.6308, 1.3133, -0.3778)
H (-0.9374, 1.0959, 1.1073)
H (-1.9791, -1.1956, -0.6663)
H (0.9547, -1.7748, 0.4283)
H (2.9724, -0.3402, 0.0337)
N (-0.3024, -0.2222, -0.4024)
N (1.9553, -0.0217, -0.0867)
O (-1.3194, -1.0994, 0.0991)

The value obtained for the maximum force is 2.7 eV/Å. The energy relative to the best compared isomer or geometry (same formula, charge and spin) is 78.5 kcal/mol. Its gap between HOMO and LUMO is 10.1 eV. Its charge is 0. Its SMILES is [H]/N=C/N(C)O.

7.
Molecular formula: C2H6N2O
Method: DFT, wB97M-V/def2-TZVPD

Positions of all 11 atoms, in Å:
C (1.9198, -0.3277, -0.1696)
C (-1.3731, -0.1793, 0.0557)
H (1.6938, -0.9839, -0.9468)
H (2.6083, -0.7201, 0.7048)
H (2.0724, 0.5051, -0.7476)
H (-0.6228, 1.6348, 0.1450)
H (-0.8708, -1.1785, 0.4771)
H (-3.2813, 0.5880, -0.2345)
N (-0.2179, 0.7740, -0.1302)
N (-2.6629, -0.3332, 0.1125)
O (0.7346, 0.2208, 0.7338)

The value obtained for the maximum force is 5.4 eV/Å. The energy relative to the best compared isomer or geometry (same formula, charge and spin) is 127.3 kcal/mol. Its gap between HOMO and LUMO is 10.7 eV. Its charge is 0. Its SMILES is [H]/N=C\NOC.

8.
Molecular formula: C2H6N2O
Method: DFT, wB97M-V/def2-TZVPD

Positions of all 11 atoms, in Å:
C (-0.0936, 0.3030, 1.1574)
C (-0.6554, -0.7458, 0.2235)
H (1.7945, -0.4306, 1.4278)
H (1.6556, 0.5694, 0.1511)
H (-0.3910, 0.0744, 2.1898)
H (-0.5294, 1.2941, 0.9399)
H (-1.0437, -1.6730, 0.6348)
H (-0.1998, 1.1567, -0.9798)
N (1.3614, 0.4391, 1.1173)
N (-0.6798, -0.7093, -1.0491)
O (-0.1955, 0.4446, -1.6408)

The value obtained for the maximum force is 0.4 eV/Å. The energy relative to the best compared isomer or geometry (same formula, charge and spin) is 69.1 kcal/mol. Its gap between HOMO and LUMO is 10.6 eV. Its charge is 0. Its SMILES is NC/C=N\O.

9.
Molecular formula: C2H6N2O2
Method: DFT, wB97M-V/def2-TZVPD

Positions of all 12 atoms, in Å:
C (0.8724, 0.3675, -1.4033)
C (-1.3831, -0.4574, 1.1249)
N (-0.0359, -1.7269, -0.4761)
N (-0.2505, -1.4261, 0.7254)
O (-1.0391, -1.6577, -1.3598)
O (0.6825, -1.7180, 1.6411)
H (1.9253, 0.3921, -1.1975)
H (0.7111, 0.6927, -2.4482)
H (0.5174, 1.2144, -0.8241)
H (-0.9392, 0.5049, 1.0091)
H (-2.1321, -0.6876, 0.1662)
H (-1.7932, -0.7154, 2.0648)

The value obtained for the maximum force is 5.4 eV/Å. The energy relative to the best compared isomer or geometry (same formula, charge and spin) is 66.2 kcal/mol. Its gap between HOMO and LUMO is 4.1 eV. Its charge is -2.

10.
Molecular formula: C2H6N2O2
Method: DFT, wB97M-V/def2-TZVPD

Positions of all 12 atoms, in Å:
C (0.2125, -0.0256, 0.5013)
C (-0.6385, 1.2043, 0.2247)
N (0.2953, -1.0094, -1.7585)
N (0.7859, 0.0031, -1.3657)
O (-0.3450, -1.2700, 0.5175)
O (0.6995, 0.1864, 1.8862)
H (-1.0539, 1.0390, -0.7505)
H (-1.3316, 1.4959, 0.9675)
H (0.0553, 2.1076, 0.0459)
H (0.3060, -1.9614, 0.1655)
H (-0.0140, -1.1649, -2.7197)
H (1.0286, -0.6051, 2.2858)

The value obtained for the maximum force is 3.2 eV/Å. The energy relative to the best compared isomer or geometry (same formula, charge and spin) is 114.4 kcal/mol. Its gap between HOMO and LUMO (spin up / spin down) is 8.9 / 8.9 eV. Its charge is 0.

11.
Molecular formula: C2H6N2O2
Method: DFT, wB97M-V/def2-TZVPD

Positions of all 12 atoms, in Å:
O (-1.4075, -2.6720, 1.5047)
C (-0.7320, -3.2408, 0.5656)
N (0.5522, -3.2242, 0.5699)
H (-1.1347, -3.7338, -0.3523)
H (1.0719, -2.8164, 1.3510)
H (1.0465, -3.7536, -0.1526)
O (0.2611, 1.8880, -1.5572)
C (-0.2585, 2.7640, -0.8331)
N (0.4702, 3.7084, -0.2777)
H (-1.3561, 2.9090, -0.6851)
H (1.4795, 3.7594, -0.4365)
H (0.0076, 4.4119, 0.3033)

The value obtained for the maximum force is 6.2 eV/Å. The energy relative to the best compared isomer or geometry (same formula, charge and spin) is 21.5 kcal/mol. Its gap between HOMO and LUMO is 10.5 eV. Its charge is 0. Its SMILES is NC=O.NC=O.

12.
Molecular formula: C2H6N2O2
Method: DFT, wB97M-V/def2-TZVPD

Positions of all 12 atoms, in Å:
C (1.1743, 0.5298, -1.3837)
C (-1.1946, -0.5830, 1.3995)
N (0.6290, -0.4222, -0.4690)
N (-0.5484, 0.3823, 0.5636)
O (0.1572, -1.4292, -0.9754)
O (-0.3186, 1.5356, 0.9237)
H (0.4980, 1.0561, -1.8895)
H (1.8745, -0.0707, -2.0379)
H (1.8279, 1.2486, -0.9623)
H (-0.5652, -0.6456, 2.3054)
H (-1.3337, -1.5512, 0.8402)
H (-2.2007, -0.0506, 1.6853)

The value obtained for the maximum force is 4.9 eV/Å. The energy relative to the best compared isomer or geometry (same formula, charge and spin) is 159.0 kcal/mol. Its gap between HOMO and LUMO (spin up / spin down) is 8.8 / 8.1 eV. Its charge is 0.

13.
Molecular formula: C2H6N2O2
Method: DFT, wB97M-V/def2-TZVPD

Positions of all 12 atoms, in Å:
C (0.8715, -0.6811, -1.1926)
N (-0.4907, 0.7952, 0.3297)
N (-0.1349, -0.1128, 1.4217)
C (-1.0829, -0.5087, 0.3533)
O (-0.0338, 2.1008, 0.3844)
O (-0.6934, -1.2931, -0.6351)
H (0.9272, 2.0546, 0.5111)
H (-0.6252, 0.1925, 2.2622)
H (-2.1543, -0.4834, 0.5568)
H (1.5159, -0.9380, -0.3591)
H (0.8412, -1.4145, -1.9876)
H (1.0594, 0.2884, -1.6448)

The value obtained for the maximum force is 3.3 eV/Å. The energy relative to the best compared isomer or geometry (same formula, charge and spin) is 192.6 kcal/mol. Its gap between HOMO and LUMO is 8.6 eV. Its charge is 0. Its SMILES is CO[C@H]1NN1O.

14.
Molecular formula: C2H6N2O2
Method: DFT, wB97M-V/def2-TZVPD

Positions of all 12 atoms, in Å:
C (1.2486, 1.2276, -0.0056)
C (1.2349, -1.2133, 0.1243)
H (0.5484, 1.9753, -0.4421)
H (1.3159, 1.4572, 1.0624)
H (2.1995, 1.2690, -0.4922)
H (1.0691, -1.4489, 1.2209)
H (0.9461, -2.0798, -0.5298)
H (2.3410, -1.0962, -0.0085)
N (0.5611, -0.0232, -0.2742)
N (-0.8202, -0.0079, -0.0389)
O (-1.3559, -1.0921, -0.0440)
O (-1.3325, 1.0990, 0.1276)

The value obtained for the maximum force is 2.5 eV/Å. The energy relative to the best compared isomer or geometry (same formula, charge and spin) is 102.7 kcal/mol. Its gap between HOMO and LUMO is 10.8 eV. Its charge is 0. Its SMILES is CN(C)[N+](=O)[O-].

15.
Molecular formula: C2H6N2O2
Method: DFT, wB97M-V/def2-TZVPD

Positions of all 12 atoms, in Å:
C (0.6514, 0.0604, 0.2601)
C (-0.8902, 0.2408, -0.0763)
N (-1.5645, -0.9405, -0.0161)
O (1.3633, 1.1775, -0.1783)
O (1.0947, -1.1183, -0.3548)
N (-1.4632, 1.3385, -0.2879)
H (2.2435, 1.1931, 0.2153)
H (2.0374, -1.2459, -0.1933)
H (0.7385, -0.0409, 1.3619)
H (-2.4982, -0.9099, -0.3949)
H (-1.0290, -1.7677, -0.2250)
H (-0.6836, 2.0130, -0.1107)

The value obtained for the maximum force is 2.0 eV/Å. The energy relative to the best compared isomer or geometry (same formula, charge and spin) is 25.9 kcal/mol. Its gap between HOMO and LUMO is 9.6 eV. Its charge is 0. Its SMILES is [H]/N=C(/N)C(O)O.

16.
Molecular formula: C2H6N2O2
Method: DFT, wB97M-V/def2-TZVPD

Positions of all 12 atoms, in Å:
C (0.1045, -0.9292, 0.5095)
C (-0.7403, 0.1360, -0.0193)
H (1.6646, -0.6998, -0.3494)
H (0.6462, -0.5284, 1.4418)
H (-0.5481, -1.8153, 0.9287)
H (-2.5688, 0.5747, -0.3344)
H (-0.4003, 1.9758, -0.7028)
H (1.4415, 1.8952, 0.7340)
N (-2.0664, -0.2096, -0.0489)
N (-0.0499, 1.2824, -0.1042)
O (0.9531, -1.3487, -0.5216)
O (1.3461, 0.8296, 0.0732)

The value obtained for the maximum force is 11.0 eV/Å. The energy relative to the best compared isomer or geometry (same formula, charge and spin) is 153.1 kcal/mol. Its gap between HOMO and LUMO is 8.9 eV. Its charge is 0.

17.
Molecular formula: C2H6N2O2
Method: DFT, wB97M-V/def2-TZVPD

Positions of all 12 atoms, in Å:
C (1.5789, -2.0305, -0.0067)
C (-1.8150, 1.4480, 0.2378)
N (2.0453, -0.9139, -0.2808)
N (1.8054, 0.1878, -0.6808)
O (1.9352, 1.3321, -0.1569)
O (-1.1222, 0.2572, -0.1317)
H (0.5017, -2.1290, 0.1297)
H (2.0887, -2.9373, -0.2159)
H (-1.5597, -0.5086, 0.2161)
H (-1.8226, 1.5203, 1.2918)
H (-2.6726, 1.6770, -0.3604)
H (-0.9631, 2.0969, -0.0422)

The value obtained for the maximum force is 5.6 eV/Å. The energy relative to the best compared isomer or geometry (same formula, charge and spin) is 139.9 kcal/mol. Its gap between HOMO and LUMO is 9.2 eV. Its charge is 0. Its SMILES is C=NN=O.CO.

18.
Molecular formula: C2H6N2O2Si
Method: DFT, wB97M-V/def2-TZVPD

Positions of all 13 atoms, in Å:
C (0.3718, -2.2176, -0.0384)
C (-0.1801, 2.2847, 0.0522)
N (1.6490, -1.4087, 0.4192)
N (0.9932, 1.6590, -0.4275)
O (2.5656, -1.0011, -0.8149)
O (2.2638, 1.6183, 0.5292)
Si (1.7654, 0.2266, -0.0220)
H (-0.4148, -2.1301, 0.7251)
H (0.0749, -1.8882, -0.9827)
H (0.6286, -3.3246, -0.2264)
H (-0.8911, 1.4756, -0.4278)
H (-0.2586, 2.4031, 1.1354)
H (-0.3291, 3.2498, -0.5602)

The spin multiplicity is 3. The value obtained for the maximum force is 9.6 eV/Å. The energy relative to the best compared isomer or geometry (same formula, charge and spin) is 5.9 kcal/mol. Its gap between HOMO and LUMO (spin up / spin down) is 6.4 / 8.0 eV. Its charge is 0.

19.
Molecular formula: C2H6N2O3
Method: DFT, wB97M-V/def2-TZVPD

Positions of all 13 atoms, in Å:
C (0.5130, 0.5064, -0.5190)
C (-0.5517, -0.1886, 0.6146)
N (-1.8050, 0.4585, 0.1864)
N (1.9217, 0.2939, -0.1186)
O (2.5835, -0.4108, -0.9117)
O (2.3766, 0.7030, 0.9539)
O (-0.5761, -1.5049, 0.6017)
H (0.5259, -0.1106, -1.4401)
H (0.2248, 1.5495, -0.5669)
H (-0.2812, 0.3025, 1.5034)
H (-1.8945, 0.2108, -0.7669)
H (-2.5312, 0.0041, 0.7360)
H (-0.5058, -1.8137, -0.2727)

The value obtained for the maximum force is 6.1 eV/Å. The energy relative to the best compared isomer or geometry (same formula, charge and spin) is 117.3 kcal/mol. Its gap between HOMO and LUMO is 10.6 eV. Its charge is 0. Its SMILES is N[C@@H](O)C[N+](=O)[O-].

20.
Molecular formula: C2H6N2O3
Method: DFT, wB97M-V/def2-TZVPD

Positions of all 13 atoms, in Å:
C (1.4927, 0.5374, 1.1646)
C (0.4345, -0.2636, 0.5154)
N (-0.7750, 0.0162, 0.5711)
N (-1.1312, 1.0733, 1.3372)
O (-1.2500, 0.8343, 2.4742)
O (-1.5397, 2.0780, 0.8134)
O (-1.8786, 1.3456, -1.6347)
H (2.4179, 0.5297, 0.5754)
H (1.2402, 1.5611, 1.2981)
H (1.6568, 0.1717, 2.1987)
H (-1.6578, 1.6743, -0.7136)
H (0.7761, -1.2014, 0.1460)
H (-0.9928, 1.1197, -2.0153)

The value obtained for the maximum force is 3.7 eV/Å. The energy relative to the best compared isomer or geometry (same formula, charge and spin) is 136.6 kcal/mol. Its gap between HOMO and LUMO is 10.3 eV. Its charge is 0. Its SMILES is C/C=N\[N+](=O)[O-].O.

no.,molar mass (g/mol)
1,58.084
2,74.083
3,74.083
4,74.083
5,74.083
6,74.083
7,74.083
8,74.083
9,90.082
10,90.082
11,90.082
12,90.082
13,90.082
14,90.082
15,90.082
16,90.082
17,90.082
18,118.168
19,106.081
20,106.081